Here is 3 unconnected molecules or ions with the total composition C20H35BNO6S at a distorted geometry from the Open Molecules 2025 dataset. Energies are from ωB97M-V/def2-TZVPD.

Results
Net charge: +1

Structure (XYZ):
```
64
Properties=species:S:1:pos:R:3:mulliken_charge:R:1
S 0.531 -4.064 -2.923 -0.1040
O -0.039 3.286 -1.233 -0.4484
O -5.827 4.140 0.413 -0.5340
O 4.509 -1.488 -2.255 -0.4940
O 4.037 0.569 -3.369 -0.4690
O 5.300 -1.934 0.488 -0.5657
O -0.392 2.562 0.840 -0.1824
N 1.220 -1.464 -2.138 0.3381
C -1.735 3.074 0.975 -0.5772
C -1.205 -5.237 -1.162 -1.0213
C 1.720 0.820 -1.503 -0.7399
C 0.184 1.806 3.844 0.1335
C -0.009 -1.306 -1.640 0.0066
C 1.724 -2.701 -2.786 -0.6237
C 7.703 -2.154 0.415 -1.2706
C 0.395 1.014 -1.005 0.9318
C 6.464 -2.077 2.597 -1.2851
C -1.018 1.889 3.744 -0.6345
C -2.672 2.139 1.795 -0.1764
C -0.022 2.374 -0.449 -0.0870
C 2.098 -0.408 -2.054 0.2386
C 0.320 -4.857 -1.281 -0.4727
C -8.193 3.951 0.831 -1.3644
C -2.443 2.197 3.338 -0.6643
C -0.472 -0.107 -1.067 -0.8340
C -6.927 3.227 0.402 0.5065
C 6.515 -1.575 1.165 0.3297
C -7.076 2.627 -0.987 -1.2443
B 3.635 -0.480 -2.575 0.5318
H 7.368 -1.802 3.143 0.3826
H -1.758 4.065 1.469 0.2783
H 7.721 -1.793 -0.615 0.3058
H -0.729 -2.133 -1.659 0.3209
H -3.701 2.535 1.628 0.0785
H 2.100 -2.524 -3.814 0.3465
H -7.898 1.910 -1.022 0.3748
H 6.359 -3.165 2.624 0.3562
H -6.695 2.438 1.120 0.2679
H -2.726 3.180 3.764 0.3558
H -1.814 -4.411 -1.580 0.2967
H -1.419 -6.137 -1.775 0.3313
H 5.238 -2.898 0.488 0.3200
H -2.677 1.104 1.393 0.2005
H 2.433 1.658 -1.479 0.5032
H -7.264 3.409 -1.729 0.3241
H 0.655 -4.247 -0.423 0.3378
H -6.019 4.844 -0.217 0.3342
H -2.227 3.220 -0.010 0.3861
H -1.504 -5.435 -0.117 0.3143
H 5.601 -1.661 3.120 0.3196
H -8.417 4.776 0.149 0.3515
H 2.586 -3.094 -2.211 0.3574
H 8.643 -1.881 0.896 0.3955
H 4.443 -1.755 -1.317 0.4013
H -6.157 2.119 -1.287 0.2921
H 0.866 -5.822 -1.299 0.4030
H -8.069 4.385 1.824 0.3398
H -9.048 3.273 0.850 0.3731
H 6.574 -0.485 1.159 0.2545
H 4.958 0.807 -3.180 0.3320
H 7.639 -3.245 0.369 0.3448
H 1.174 1.552 4.202 0.4364
H -3.068 1.393 3.782 0.3252
H -1.489 -0.006 -0.666 0.4343
```

***

Here is 2 unconnected molecules or ions with the total composition C3H6ClNO at a distorted geometry from the Open Molecules 2025 dataset. Energies are from ωB97M-V/def2-TZVPD.

Results
Net charge: 0
Relative energy (zero: lowest compared OMol25 entry of this formula, charge and spin), kcal per mole: 55.6
SMILES: [H]/N=C1\O[C@@H]1C.Cl

Structure (XYZ):
```
12
Properties=species:S:1:pos:R:3:mulliken_charge:R:1
Cl -1.484 -0.011 -2.441 -0.4117
O 1.324 0.798 0.906 -0.4346
N 1.320 -0.128 -1.399 -0.5468
C -0.142 0.626 0.580 -0.0046
C -0.760 -0.440 1.448 -0.9300
C 0.955 0.223 -0.272 0.5003
H -0.111 -0.968 2.127 0.3176
H 2.287 -0.221 -1.659 0.2193
H -1.162 -1.095 0.558 0.1954
H -1.591 -0.196 2.134 0.2993
H -0.553 1.576 0.372 0.4201
H -0.082 -0.166 -2.354 0.3756
```

***

no.,energy (eV),lowest unoccupied orbital energy (Eh),HOMO-LUMO gap (eV)
1,-46588.1611,-0.15676,7.68
2,-19266.3533,0.02698,11.40